{
  "formula": "C74H97N13O12",
  "method": "ωB97M-V/def2-TZVPD",
  "symbols": ["O", "O", "O", "O", "O", "O", "O", "O", "O", "O", "O", "O", "N", "N", "N", "N", "N", "N", "N", "N", "N", "N", "N", "N", "N", "C", "C", "C", "C", "C", "C", "C", "C", "C", "C", "C", "C", "C", "C", "C", "C", "C", "C", "C", "C", "C", "C", "C", "C", "C", "C", "C", "C", "C", "C", "C", "C", "C", "C", "C", "C", "C", "C", "C", "C", "C", "C", "C", "C", "C", "C", "C", "C", "C", "C", "C", "C", "C", "C", "C", "C", "C", "C", "C", "C", "C", "C", "C", "C", "C", "C", "C", "C", "C", "C", "C", "C", "C", "C", "H", "H", "H", "H", "H", "H", "H", "H", "H", "H", "H", "H", "H", "H", "H", "H", "H", "H", "H", "H", "H", "H", "H", "H", "H", "H", "H", "H", "H", "H", "H", "H", "H", "H", "H", "H", "H", "H", "H", "H", "H", "H", "H", "H", "H", "H", "H", "H", "H", "H", "H", "H", "H", "H", "H", "H", "H", "H", "H", "H", "H", "H", "H", "H", "H", "H", "H", "H", "H", "H", "H", "H", "H", "H", "H", "H", "H", "H", "H", "H", "H", "H", "H", "H", "H", "H", "H", "H", "H", "H", "H", "H", "H", "H", "H", "H", "H"],
  "positions_angstrom": [[-1.077, 4.562, 0.616], [-4.086, 4.531, -2.728], [-0.236, -0.793, 1.675], [-1.486, 0.230, 5.826], [0.231, 4.223, -1.154], [-3.580, 1.001, 5.780], [-4.033, 6.702, -2.358], [1.731, -0.287, 1.120], [0.927, 5.236, 0.827], [0.512, -1.345, -0.468], [-2.481, 0.564, 3.813], [-5.385, 5.854, -4.041], [-1.275, 1.802, -2.755], [-6.761, -1.992, 1.196], [4.030, 3.356, 4.227], [-4.837, -4.135, 4.473], [3.250, 5.506, -6.054], [-6.208, -5.871, -2.080], [-1.202, -5.211, 3.125], [4.918, -1.787, -4.111], [0.159, 2.113, -8.441], [5.138, -2.764, 1.485], [7.378, 1.478, -0.406], [-0.594, -3.031, -2.188], [6.536, -1.358, 3.914], [-4.861, -0.621, 0.890], [1.921, 4.797, -4.160], [4.500, -0.920, 4.828], [0.014, 4.664, -0.038], [-0.390, 0.949, -8.007], [-5.878, -3.277, 4.591], [3.678, -2.089, -3.556], [4.338, 5.005, -3.938], [2.475, 1.298, -0.521], [0.166, 0.194, -6.941], [-1.509, -1.389, 1.646], [-4.698, -5.194, -0.326], [-5.827, -2.217, 5.438], [-4.713, -1.982, 6.255], [3.772, 0.085, -3.965], [2.803, 0.029, 0.219], [-6.410, -6.953, -1.333], [4.865, -0.517, -4.535], [-2.277, -0.111, -3.078], [-2.535, 0.533, 5.022], [-3.595, -2.765, 6.084], [2.991, -0.905, -3.408], [3.301, 3.286, 5.358], [-1.749, -3.662, -1.871], [-4.871, -6.355, 0.390], [-0.226, -3.305, -3.469], [5.896, -2.004, 0.677], [-2.263, 0.527, -4.307], [6.149, -2.688, -0.478], [-0.206, -4.993, 0.890], [2.357, 1.895, 3.943], [-1.211, -5.407, 1.745], [-5.385, -4.957, -1.522], [-5.169, 2.313, -2.464], [-5.011, -0.647, -0.506], [1.306, 2.485, -7.890], [5.375, -3.837, -0.450], [-0.158, -4.584, 3.659], [-4.522, 3.318, -3.376], [2.078, 5.181, -5.480], [-1.202, -4.087, -3.991], [-5.766, -7.265, -0.130], [-4.759, 1.504, 5.278], [-4.174, 8.041, -2.705], [1.251, 0.741, -6.228], [5.679, 2.543, 0.446], [2.254, 2.405, 5.254], [0.839, -4.234, 1.491], [6.116, -2.490, 4.524], [2.244, 5.324, 0.448], [1.839, 1.857, -6.797], [-4.577, 5.695, -3.093], [-6.019, -1.438, -1.062], [-1.989, 3.494, 0.331], [4.731, -3.869, 0.787], [5.552, -0.395, 4.055], [-1.493, 2.227, 1.072], [-6.868, -2.039, -0.178], [4.875, -2.249, 5.137], [-1.484, 1.679, -4.115], [0.914, -4.166, 2.882], [-5.801, -1.235, 1.704], [-0.416, -0.596, 5.379], [0.622, -0.871, 0.691], [0.338, -1.138, 6.513], [-2.144, -4.383, -3.029], [-1.763, 0.685, -2.154], [-3.733, -3.881, 5.196], [7.639, 1.578, 0.951], [3.409, 2.531, 3.290], [3.066, 4.758, -3.356], [6.267, 2.093, -0.731], [6.560, 2.280, 1.479], [4.369, 5.440, -5.266], [-6.040, 2.753, -1.979], [-2.872, -4.507, 5.013], [-6.831, -3.542, 4.159], [1.597, 0.425, -5.255], [1.631, 3.415, -8.335], [5.332, -4.518, -1.287], [-1.262, 2.298, 2.135], [5.964, 2.037, -1.766], [1.589, 2.086, 6.043], [2.334, 2.146, 0.150], [2.527, 5.417, -0.601], [1.130, -1.811, 6.187], [4.920, -2.559, 2.449], [-0.059, -4.449, 4.726], [-4.522, -6.483, 1.404], [-5.228, 3.458, -4.194], [4.859, 3.927, 4.134], [-4.219, 8.362, -3.746], [7.375, -1.287, 3.355], [-0.286, -5.138, -0.177], [5.657, -2.468, -4.219], [-2.714, -1.082, -2.896], [-4.783, -1.163, 6.956], [8.588, 1.172, 1.268], [-4.299, -0.114, -1.119], [4.688, 2.974, 0.456], [-5.747, -1.230, 2.783], [2.720, 2.327, -6.384], [2.048, -0.797, -2.893], [-7.669, -2.691, -0.495], [3.572, 1.146, -3.968], [4.275, -2.970, 5.672], [3.369, -3.050, -3.170], [-6.044, -8.147, 0.428], [-5.178, 8.272, -2.351], [-5.233, 0.844, 4.552], [5.712, -0.025, -4.990], [6.778, -2.359, -1.292], [-4.389, 2.152, -1.720], [-2.025, -1.515, 2.597], [3.252, 1.649, -1.200], [2.727, 4.418, 0.814], [0.159, 0.030, 4.697], [1.663, -3.898, 0.880], [-2.320, 1.518, 1.065], [2.646, 6.186, 0.981], [-1.261, -4.389, -5.026], [-1.581, -2.360, 1.156], [-1.358, 0.592, -8.328], [-6.746, -1.656, 5.522], [-2.009, -3.561, -0.827], [-3.722, 2.903, -3.989], [0.571, -2.777, -3.973], [1.600, 1.236, 3.543], [1.609, 1.161, -1.168], [6.364, -1.067, 0.939], [5.176, 4.952, -3.259], [-0.298, -1.630, 7.249], [-6.100, -1.612, -2.125], [-1.158, 2.429, -4.819], [-2.895, -5.145, -3.172], [1.269, 5.068, -6.186], [-0.628, 1.775, 0.586], [3.763, 0.187, 0.711], [-0.310, -0.689, -6.539], [-5.380, 1.354, -2.939], [-1.570, 0.598, -1.095], [1.053, 4.371, -3.680], [-4.003, -0.113, 1.303], [5.709, 0.562, 3.580], [-5.371, 1.664, 6.166], [2.895, -0.766, -0.521], [-0.061, -2.459, -1.548], [-2.021, -6.011, 1.365], [6.293, 2.493, 2.504], [-0.763, -1.456, 4.807], [7.987, 1.113, -1.125], [-2.701, -2.497, 6.627], [6.734, -3.370, 4.416], [3.615, -0.312, 4.942], [-2.130, -0.736, 1.033], [-5.250, -3.983, -1.970], [-3.355, 8.591, -2.240], [2.949, 4.499, -2.315], [-4.540, 2.428, 4.744], [3.867, 2.381, 2.323], [-2.957, 3.807, 0.720], [-2.571, 0.121, -5.259], [-2.106, 3.391, -0.748], [-4.117, -4.380, 0.081], [-0.747, 2.521, -2.282], [3.480, 3.787, 6.298], [0.795, -0.312, 7.058], [4.085, -4.587, 1.272], [1.760, -3.725, 3.387], [-7.058, -7.672, -1.811], [5.331, 5.765, -5.633]],
  "largest_force_ha_per_bohr": 0.0835,
  "homo_ev": -7.81,
  "e_tot_ha": -4492.4998,
  "lumo_energy_ev": 0.135
}